Record 1
{"formula": "C3H4N2OS", "method": "ωB97M-V with the def2-TZVPD basis set", "elements": ["C", "C", "C", "N", "N", "O", "S", "H", "H", "H", "H"], "xyz": [[0.30171, 0.20787, -0.09235], [2.72530, -1.09070, -0.03181], [-0.84108, -0.64306, 0.07682], [2.31638, -1.43967, -1.09597], [2.28986, 1.83404, -0.47194], [3.13043, -0.79007, 1.03041], [0.85338, 1.68671, 0.08185], [-0.93303, -1.31230, -0.78329], [-1.76668, -0.06052, 0.13827], [-0.74916, -1.26188, 0.97157], [2.70992, 2.73113, -0.27724]], "e_homo_ha": [-0.341, -0.341], "fmax_ev_per_a": 2.74, "gap_ev": [6.33, 6.32], "e_above_lowest_kj_mol": 641.2}

Record 2
{"formula": "C13H27BNO6Tl", "method": "ωB97M-V with the def2-TZVPD basis set", "elements": ["Tl", "C", "C", "O", "C", "C", "O", "C", "C", "O", "C", "C", "O", "C", "C", "O", "C", "C", "O", "H", "H", "H", "H", "H", "H", "H", "H", "H", "H", "H", "H", "H", "H", "H", "H", "H", "H", "H", "H", "H", "H", "H", "H", "B", "C", "N", "H", "H", "H"], "xyz": [[0.88677, -0.81145, -1.35121], [0.88014, 2.91707, -1.96045], [1.80624, 2.30593, -0.91362], [0.91222, 1.89003, 0.14560], [1.49019, 1.74156, 1.45699], [0.51380, 0.99482, 2.33671], [0.35627, -0.35066, 1.91418], [0.58026, -1.35268, 2.88671], [1.00889, -2.63126, 2.18509], [0.13464, -2.98872, 1.13006], [-1.13884, -3.44598, 1.53266], [-2.12589, -3.21913, 0.40989], [-2.35421, -1.83014, 0.29249], [-3.31760, -1.49512, -0.68324], [-3.33880, 0.01034, -0.84420], [-2.28509, 0.41356, -1.69514], [-2.09590, 1.81698, -1.71184], [-1.19598, 2.18891, -2.88259], [0.17506, 1.91007, -2.66993], [1.48060, 3.50386, -2.66499], [0.18047, 3.58662, -1.45378], [2.43038, 3.11740, -0.49569], [2.84173, 1.58304, -2.46986], [1.66047, 2.73696, 1.88765], [2.42793, 1.19410, 1.36183], [-0.46962, 1.47748, 2.29490], [0.87656, 1.03965, 3.36733], [-0.33677, -1.50605, 3.47050], [1.37781, -1.06438, 3.57949], [1.08667, -3.43930, 2.92306], [1.97289, -2.45749, 1.70818], [-1.49835, -2.90293, 2.41171], [-1.09207, -4.51571, 1.77205], [-3.06649, -3.73409, 0.64637], [-1.72509, -3.62997, -0.52581], [-4.30901, -1.84081, -0.36216], [-3.07766, -1.96215, -1.64654], [-3.23082, 0.46064, 0.15025], [-4.29878, 0.32482, -1.27344], [-1.63670, 2.14747, -0.77086], [-3.06456, 2.31949, -1.83213], [-1.34096, 3.25097, -3.11063], [-1.49427, 1.59897, -3.75036], [4.10825, -0.60388, -0.67078], [3.81145, 0.79445, -0.83375], [2.60344, 1.26036, -1.53776], [5.08493, -0.98881, -0.08998], [4.46064, 1.62869, -0.54634], [3.34480, -1.44359, -1.11661]], "e_homo_ha": -0.238, "fmax_ev_per_a": 0.90, "gap_ev": 6.91, "e_above_lowest_kj_mol": 148.3}

Record 3
{"formula": "C7H9FO3P", "method": "ωB97M-V with the def2-TZVPD basis set", "elements": ["C", "C", "C", "C", "C", "C", "C", "O", "O", "O", "F", "P", "H", "H", "H", "H", "H", "H", "H", "H", "H"], "xyz": [[-2.74610, -0.59177, -0.02127], [-3.16937, 0.51975, -0.04698], [-2.75932, 2.75284, -0.00492], [-2.24683, -1.89899, 0.25097], [1.51874, -0.72301, -0.58898], [2.18097, 1.69872, 0.49020], [-3.66200, 1.82231, -0.20464], [-0.44255, 0.89838, 0.48663], [-1.97129, 3.62365, 0.08796], [1.24500, -0.35600, 2.02567], [-4.88578, 2.13719, -0.71777], [0.92687, 0.36009, 0.73453], [-1.39885, -1.88852, 0.92161], [-1.94000, -2.35050, -0.79034], [-3.03218, -2.53006, 0.69761], [2.42648, -1.34476, -0.20209], [0.76672, -1.45505, -0.76488], [1.73464, -0.29663, -1.48818], [2.45328, 1.80110, -0.53422], [1.81821, 2.62588, 0.89140], [3.07163, 1.23673, 0.88225]], "charge": -1, "e_homo_ha": -0.175, "fmax_ev_per_a": 4.01, "gap_ev": 7.95, "e_above_lowest_kj_mol": 101.6}

Record 4
{"formula": "C19H18AlBN4O2S2", "method": "ωB97M-V with the def2-TZVPD basis set", "elements": ["Al", "S", "C", "S", "C", "C", "N", "C", "N", "C", "C", "C", "C", "C", "C", "C", "C", "O", "B", "O", "C", "C", "H", "H", "H", "H", "H", "H", "H", "H", "H", "H", "H", "H", "N", "C", "C", "C", "C", "C", "N", "H", "H", "H", "H", "H", "H"], "xyz": [[2.80729, -0.62712, -0.00382], [5.05473, -1.01559, -0.13691], [4.76050, -1.54017, 1.49950], [3.10010, -1.45364, 2.08293], [5.75595, -2.02978, 2.30023], [5.47626, -2.43948, 3.63531], [5.22879, -2.76246, 4.71222], [7.09539, -2.13777, 1.83080], [8.17672, -2.22671, 1.44667], [-5.62781, -0.65950, 0.32782], [-4.73354, -0.80720, -0.90725], [-5.02882, 0.34978, -1.87392], [-5.07819, -2.13942, -1.58892], [-3.24702, -0.76279, -0.54800], [-2.80168, -0.30747, 0.69498], [-1.45197, -0.22100, 1.02503], [-0.55271, -0.59881, 0.05943], [0.82880, -0.65274, 0.08203], [1.25344, -1.16290, -1.21475], [0.12469, -1.40772, -1.94848], [-0.97007, -1.07075, -1.17820], [-2.30293, -1.15104, -1.50425], [-6.66934, -0.82275, 0.04943], [-5.55481, 0.34107, 0.75708], [-5.36493, -1.39086, 1.09399], [-6.09075, 0.37014, -2.12857], [-4.45634, 0.24275, -2.79692], [-4.76590, 1.30725, -1.42045], [-6.15369, -2.20435, -1.75981], [-4.77856, -2.98130, -0.96218], [-4.58607, -2.24018, -2.55621], [-3.51898, -0.01417, 1.44679], [-1.12687, 0.11153, 2.00183], [-2.58941, -1.51121, -2.48300], [2.23719, 1.91375, 2.04690], [2.61385, 2.33779, 0.81736], [2.71736, 3.70204, 0.49182], [3.11418, 4.06311, -0.76950], [3.40550, 3.07914, -1.72068], [3.27026, 1.77249, -1.34436], [2.87497, 1.39972, -0.10675], [2.25385, 2.56133, 2.81338], [2.39730, 0.94169, 2.26865], [2.49581, 4.44416, 1.24632], [3.20655, 5.10856, -1.03194], [3.72894, 3.33750, -2.71738], [3.47195, 0.95508, -2.02829]], "e_homo_ha": -0.304, "fmax_ev_per_a": 1.17, "gap_ev": 7.93, "e_above_lowest_kj_mol": 53.3}

Record 5
{"formula": "C37H41BrCoGeIN4O4S", "method": "ωB97M-V with the def2-TZVPD basis set", "elements": ["Co", "N", "C", "C", "N", "C", "C", "N", "H", "H", "H", "H", "H", "H", "H", "H", "H", "H", "H", "H", "H", "C", "C", "C", "C", "C", "C", "C", "S", "O", "O", "N", "C", "C", "O", "O", "H", "H", "H", "H", "H", "H", "H", "H", "H", "C", "C", "C", "C", "C", "C", "Ge", "C", "C", "C", "C", "C", "C", "C", "C", "C", "C", "C", "C", "H", "H", "H", "H", "H", "H", "H", "H", "H", "H", "H", "H", "H", "H", "H", "Br", "C", "C", "C", "C", "C", "C", "I", "H", "H", "H", "H"], "xyz": [[-0.23242, -0.22893, -0.44476], [-0.62951, 0.36793, -2.33090], [-1.47648, 1.57226, -2.39593], [-2.32912, 1.62114, -1.14145], [-1.47203, 1.37163, 0.02753], [-0.73421, 2.56279, 0.50509], [0.66795, 2.64327, -0.08206], [1.26485, 1.32062, 0.07443], [-1.10718, -0.41836, -2.76536], [0.21726, 0.48994, -2.87816], [-0.83005, 2.44595, -2.45547], [-2.10579, 1.57621, -3.28903], [-2.85142, 2.57992, -1.06521], [-3.08025, 0.83221, -1.17059], [-2.04474, 1.01081, 0.78553], [-1.29745, 3.47319, 0.28194], [-0.64715, 2.48229, 1.59013], [0.64574, 2.89108, -1.14301], [1.22153, 3.43598, 0.42850], [2.18402, 1.23871, -0.34488], [1.36142, 1.11301, 1.06728], [1.25341, 1.41970, -6.66697], [1.41424, 0.47080, -5.51050], [0.60792, -0.65557, -5.39488], [0.73323, -1.52240, -4.31472], [1.66877, -1.24958, -3.33298], [2.51354, -0.14959, -3.44573], [2.37837, 0.70646, -4.52543], [1.85513, -2.32606, -1.93901], [1.13876, -3.53537, -2.28103], [3.27570, -2.46517, -1.70923], [1.20302, -1.50315, -0.73434], [1.82399, -1.82658, 0.56407], [0.92784, -1.38772, 1.71119], [1.24122, -1.59463, 2.87158], [-0.13368, -0.72242, 1.35799], [0.88367, 0.90229, -7.55173], [2.19892, 1.89921, -6.91929], [0.53798, 2.20907, -6.42430], [-0.12765, -0.86798, -6.16231], [0.10333, -2.39870, -4.21999], [3.27587, 0.00989, -2.69267], [3.03913, 1.56078, -4.62082], [2.77439, -1.29351, 0.69339], [2.05539, -2.88491, 0.69179], [-3.00133, -3.40257, -4.83242], [-3.36544, -2.13167, -4.41213], [-3.04976, -1.71697, -3.12380], [-2.36894, -2.54900, -2.22929], [-2.02398, -3.82735, -2.67046], [-2.33451, -4.24921, -3.95616], [-1.86384, -1.93408, -0.42113], [-3.48619, -1.14089, 0.39601], [-3.36630, -0.55271, 1.66201], [-4.44163, 0.08580, 2.26582], [-5.66959, 0.13998, 1.61820], [-5.81657, -0.46740, 0.37976], [-4.73574, -1.10281, -0.22229], [-1.46972, -3.48205, 0.71554], [-0.39179, -4.33220, 0.46314], [-0.11139, -5.39903, 1.30655], [-0.90256, -5.63625, 2.42029], [-1.98447, -4.80873, 2.67762], [-2.26513, -3.74423, 1.83166], [-3.24345, -3.73548, -5.83405], [-3.90117, -1.46778, -5.08026], [-3.37262, -0.72572, -2.81096], [-1.49345, -4.50011, -2.00947], [-2.04749, -5.24304, -4.27675], [-2.41533, -0.60780, 2.18772], [-4.32377, 0.53246, 3.24621], [-6.51036, 0.63866, 2.08390], [-6.77820, -0.45247, -0.11914], [-4.87900, -1.58574, -1.18215], [0.23267, -4.17204, -0.40425], [0.73300, -6.04281, 1.09205], [-0.67878, -6.46272, 3.08324], [-2.61260, -4.98832, 3.54161], [-3.12023, -3.11741, 2.05040], [1.47516, 3.85050, 3.17580], [-0.08084, 3.91737, 4.25811], [-0.56231, 5.17495, 4.59947], [-1.70117, 5.29052, 5.37705], [-2.35767, 4.14778, 5.81190], [-1.87066, 2.89759, 5.47067], [-0.72241, 2.76197, 4.69186], [-0.07891, 0.84279, 4.18014], [-0.03830, 6.05551, 4.25394], [-2.07066, 6.27201, 5.64331], [-3.24978, 4.22763, 6.41935], [-2.37787, 2.00604, 5.81577]], "e_homo_ha": [-0.292, -0.292], "fmax_ev_per_a": 0.48, "gap_ev": [8.02, 8.02], "e_above_lowest_kj_mol": 27.0}

Record 6
{"formula": "C3H8N3", "method": "ωB97M-V with the def2-TZVPD basis set", "elements": ["C", "C", "C", "N", "N", "N", "H", "H", "H", "H", "H", "H", "H", "H"], "xyz": [[-1.49881, 1.47737, -0.04812], [0.90330, 0.49743, -0.25907], [0.50683, -0.90138, 0.00986], [1.94666, 0.93001, 0.30112], [-2.58831, 1.36045, 0.27699], [-0.83733, -1.37773, -0.19095], [0.35219, 1.05989, -1.05102], [2.18564, 0.33188, 1.07487], [1.27628, -1.27695, -0.95282], [1.03643, -1.30905, 0.86923], [2.34281, 1.84945, 0.26970], [-3.49770, 1.12791, 0.25950], [-0.95054, -2.12967, 0.50786], [-1.17744, -1.63961, -1.06716]], "charge": 1, "e_homo_ha": -0.509, "fmax_ev_per_a": 4.54, "gap_ev": 9.86, "e_above_lowest_kj_mol": 359.8}